No. 1
Molecular formula: C2H12O4
Method: DFT, wB97M-V/def2-TZVPD

```
18
Properties=species:S:1:pos:R:3:lowdin_charge:R:1
C 0.523 0.720 -1.082 -0.078
C -0.321 1.693 -0.727 -0.071
H 1.521 1.031 -1.402 0.064
H 0.303 -0.324 -1.002 0.024
H -0.326 2.695 -1.149 0.057
H -1.058 1.468 0.033 0.059
O 1.612 0.936 1.826 -0.020
H 1.815 1.010 0.941 -0.033
H 1.320 1.821 2.040 0.057
O 1.429 -1.750 1.270 -0.103
H 0.852 -1.020 1.549 0.014
H 2.256 -1.349 1.615 0.050
O -0.857 -1.846 0.154 -0.120
H -0.068 -2.504 -0.030 0.109
H -1.538 -2.439 0.524 0.063
O -2.811 -0.272 -1.473 -0.089
H -1.936 -0.403 -1.063 -0.026
H -2.716 0.531 -2.024 0.041
```

Calculated values
Calculated total energy (Ha): -384.288655
LUMO (eV): 0.6
SMILES: C=C.O.O.O.O
Net charge: 0
Frontier orbital gap (eV): 10.50
Energy above the lowest of the compared OMol25 structures with the same formula, charge and spin (kcal/mol): 45.4


No. 2
Molecular formula: C16H12I2NO2S6Ta
Method: DFT, wB97M-V/def2-TZVPD

```
40
Properties=species:S:1:pos:R:3:lowdin_charge:R:1
Ta -0.120 -0.194 0.203 1.378
S 3.869 2.959 3.176 0.712
C 3.056 2.368 1.923 -1.465
S 1.606 3.104 1.261 0.951
C 1.271 1.882 0.056 -1.149
C 2.174 0.837 -0.029 -1.142
S 1.895 -0.616 -0.941 0.729
S 3.527 0.904 1.066 0.941
S -0.245 1.945 -0.802 0.713
I -0.764 -5.306 -0.509 1.050
C -2.181 -3.806 -0.539 -0.638
C -3.542 -4.108 -0.797 -0.182
C -4.509 -3.139 -0.816 -0.645
I -6.479 -3.673 -1.201 1.054
C -4.148 -1.775 -0.572 -0.183
C -5.021 -0.681 -0.555 0.031
C -4.535 0.589 -0.300 0.005
C -3.182 0.778 -0.082 -0.102
N -2.302 -0.238 -0.097 -0.065
C -2.790 -1.500 -0.325 -0.157
C -1.825 -2.508 -0.302 -0.388
O -0.559 -2.076 -0.052 -0.329
H -3.810 -5.140 -0.982 0.094
H -6.076 -0.835 -0.742 0.088
H -5.195 1.444 -0.279 0.131
H -2.787 1.766 0.112 0.092
O 0.205 -0.109 2.124 -0.660
S -0.065 -0.922 3.470 1.160
C 0.889 -2.432 3.242 -0.284
C 2.342 -2.033 3.463 -0.203
C 2.341 -1.138 4.699 -0.184
C 1.160 -0.164 4.577 -0.254
H 0.626 -2.852 2.269 0.091
H 0.513 -3.103 4.022 0.123
H 2.717 -1.498 2.590 0.084
H 2.959 -2.920 3.598 0.138
H 3.269 -0.577 4.799 0.132
H 2.221 -1.740 5.600 0.130
H 1.408 0.782 4.090 0.091
H 0.650 0.051 5.515 0.110
```

Calculated values
Calculated total energy (Ha): -3863.251942
LUMO (eV): -7.5
Net charge: +2
Frontier orbital gap (eV): 6.43
Energy above the lowest of the compared OMol25 structures with the same formula, charge and spin (kcal/mol): 0.8


No. 3
Molecular formula: C18H20ClNO5
Method: DFT, wB97M-V/def2-TZVPD

```
45
Properties=species:S:1:pos:R:3:lowdin_charge:R:1
C 6.343 0.743 0.948 -0.142
H 7.078 1.610 0.995 0.113
O 5.191 1.333 0.459 -0.143
C 4.081 0.329 0.245 0.041
C 4.164 -1.199 0.190 0.033
C 2.989 -1.902 0.121 -0.018
C 1.721 -1.404 -0.110 -0.035
C 1.657 0.140 -0.449 -0.146
C 2.729 0.955 -0.156 -0.241
O 2.720 2.262 -0.099 -0.114
C 2.546 3.058 -1.373 0.042
H 3.412 2.742 -2.061 0.104
H 1.762 2.293 -2.054 0.174
H 2.526 4.022 -1.218 0.016
O 0.459 0.678 -0.795 -0.163
C -0.219 1.446 0.468 0.117
H 0.542 2.116 0.743 0.051
H -0.473 0.795 1.272 0.087
H -0.935 2.008 -0.182 0.082
C 0.674 -2.205 -0.395 -0.481
O 0.705 -3.391 -0.157 0.059
N -0.431 -1.725 -1.139 0.068
H -0.388 -0.716 -1.433 0.134
C -1.562 -2.564 -1.306 -0.229
H -1.874 -2.298 -2.738 0.232
C -2.506 -2.203 -0.487 -0.508
O -2.953 -1.078 -0.768 -0.091
C -3.821 -0.107 0.004 -0.100
C -4.579 -0.878 1.240 0.041
C -5.366 -0.143 1.951 -0.060
C -5.667 1.322 1.508 0.020
C -5.081 1.773 0.345 -0.147
C -4.121 1.105 -0.257 -0.734
Cl -3.388 1.657 -1.660 0.808
H -5.285 2.756 0.205 0.082
H -6.338 1.984 2.182 0.130
H -5.860 -0.564 2.551 -0.015
H -4.303 -1.847 1.663 0.113
H -2.208 -2.258 0.558 0.148
H -3.567 -2.770 -0.485 0.178
H -1.145 -3.737 -1.164 0.193
H 2.981 -2.817 0.365 0.054
H 4.979 -1.529 0.630 0.033
H 6.190 0.045 1.830 0.112
H 6.617 0.165 0.013 0.103
```

Calculated values
Calculated total energy (Ha): -1588.516702
LUMO (eV): 0.1
Net charge: 0
Frontier orbital gap (eV): 8.46
Energy above the lowest of the compared OMol25 structures with the same formula, charge and spin (kcal/mol): 367.5